[1]
Formula: C31H70MnN10O13
Source: OMol25
Level of theory: ωB97M-V with the def2-TZVPD basis set

HOMO level (alpha / beta): -0.191 / -0.254 Eh
Expectation value of S²: 8.981
HOMO-LUMO gap (alpha / beta): 0.194 / 0.257 Ha
E_tot: -3899.44824 Eh

```
! RIJCOSX wB97M-V def2-TZVPD def2/J DEFGRID3
* xyz 0 6
Mn 1.12 -0.07 0.26
C -0.91 -0.45 -0.76
O -1.05 -0.15 0.41
O -0.19 -1.43 -0.72
O -0.18 0.36 -1.21
C 3.28 -1.81 -3.60
O 4.45 -2.18 -3.74
N 2.42 -1.61 -4.60
C 1.04 -1.33 -4.37
C 2.77 -1.68 -6.04
H 2.70 -1.71 -2.67
H 0.95 -0.87 -3.39
H 0.52 -2.29 -4.42
H 0.57 -0.71 -5.15
H 3.64 -2.27 -6.29
H 1.81 -1.98 -6.48
H 3.01 -0.66 -6.33
C -4.55 -0.78 0.72
O -5.24 -0.81 -0.27
N -4.45 0.29 1.53
C -5.30 1.41 1.41
C -3.66 0.38 2.78
H -3.85 -1.61 0.93
H -5.83 1.64 2.33
H -6.12 1.34 0.69
H -4.88 2.24 0.84
H -3.21 -0.55 3.14
H -2.78 1.01 2.84
H -4.27 0.80 3.57
C -2.27 3.71 0.36
O -2.18 4.48 1.31
N -2.49 4.13 -0.89
C -2.32 3.23 -2.10
C -2.76 5.55 -1.30
H -2.18 2.63 0.55
H -1.35 3.40 -2.58
H -3.02 3.33 -2.92
H -2.14 2.17 -1.92
H -3.44 5.44 -2.14
H -3.23 6.23 -0.59
H -1.80 6.01 -1.53
C 2.03 2.04 -3.52
O 3.19 2.46 -3.29
N 1.37 2.23 -4.65
C 1.98 2.80 -5.86
C 0.00 1.78 -4.73
H 1.44 1.46 -2.79
H 3.00 3.17 -5.76
H 1.33 3.60 -6.21
H 1.96 2.23 -6.79
H -0.45 1.51 -3.77
H -0.55 2.58 -5.21
H -0.15 0.98 -5.45
C 4.13 0.47 -1.10
O 2.98 0.01 -0.82
N 5.20 0.16 -0.46
C 6.37 0.91 -0.78
C 5.35 -1.10 0.27
H 4.28 1.35 -1.74
H 6.25 1.89 -0.32
H 6.43 1.21 -1.83
H 7.23 0.61 -0.20
H 4.68 -1.95 0.14
H 6.34 -1.48 -0.01
H 5.33 -0.86 1.33
C -3.15 3.68 6.79
O -3.32 4.50 5.87
N -2.39 2.49 6.63
C -1.86 2.27 5.28
C -2.13 1.57 7.71
H -3.50 3.74 7.83
H -2.20 2.84 4.42
H -2.07 1.24 5.02
H -0.77 2.37 5.38
H -2.82 1.53 8.55
H -2.01 0.57 7.29
H -1.15 1.87 8.09
C 1.14 3.28 0.90
O 1.32 2.02 1.03
N 1.28 4.23 1.87
C 1.41 5.69 1.66
C 1.37 3.92 3.24
H 0.97 3.82 -0.05
H 1.92 6.35 2.36
H 0.42 6.14 1.71
H 2.02 5.84 0.77
H 0.87 4.72 3.80
H 1.16 2.87 3.44
H 2.39 4.05 3.62
C -2.60 -5.56 -2.57
O -2.41 -6.30 -1.60
N -3.26 -4.44 -2.61
C -3.90 -3.97 -1.36
C -3.40 -3.53 -3.79
H -2.30 -5.79 -3.60
H -3.94 -4.72 -0.57
H -4.95 -3.72 -1.44
H -3.38 -3.04 -1.13
H -3.11 -2.56 -3.38
H -2.70 -3.87 -4.55
H -4.41 -3.34 -4.15
C 0.58 -6.37 0.13
O 0.66 -7.11 1.16
N 1.48 -5.35 0.07
C 1.31 -4.34 -0.95
C 2.45 -5.20 1.12
H -0.11 -6.43 -0.72
H 0.45 -4.48 -1.61
H 2.15 -4.24 -1.63
H 1.15 -3.37 -0.48
H 2.29 -4.23 1.59
H 2.41 -5.88 1.98
H 3.49 -5.14 0.79
C 1.84 -1.47 3.11
O 1.91 -0.93 1.99
N 0.97 -2.48 3.46
C -0.12 -2.82 2.61
C 1.28 -3.32 4.60
H 2.39 -1.07 3.98
H -0.19 -3.91 2.64
H -0.03 -2.36 1.63
H -1.07 -2.55 3.07
H 0.43 -3.13 5.26
H 1.21 -4.40 4.44
H 2.17 -3.09 5.18
*
```

[2]
Formula: C4H10P
Source: OMol25
Level of theory: ωB97M-V with the def2-TZVPD basis set

HOMO level: -0.538 Eh
HOMO-LUMO gap: 0.306 Ha
Energy relative to the best compared isomer or geometry (same formula, charge and spin): 189.4 kJ/mol
E_tot: -499.39577 Eh

```
! RIJCOSX wB97M-V def2-TZVPD def2/J DEFGRID3
* xyz 1 1
C 1.92 0.08 -0.24
C 1.50 -0.68 0.85
C -0.79 1.38 0.41
C -1.39 -1.08 -0.83
P -0.67 -0.49 0.78
H 1.95 1.15 -0.15
H 1.75 -0.35 -1.21
H 1.51 -1.79 0.71
H 1.77 -0.20 1.82
H -0.14 2.01 0.87
H -1.81 1.63 0.67
H -0.66 1.57 -0.59
H -1.36 -0.27 -1.59
H -2.35 -0.83 -0.43
H -1.23 -2.14 -1.07
*
```

[3]
Formula: C6H7N3O
Source: OMol25
Level of theory: ωB97M-V with the def2-TZVPD basis set

HOMO level: -0.349 Eh
HOMO-LUMO gap: 0.348 Ha
Energy relative to the best compared isomer or geometry (same formula, charge and spin): 577.2 kJ/mol
E_tot: -472.12204 Eh

```
! RIJCOSX wB97M-V def2-TZVPD def2/J DEFGRID3
* xyz 0 1
C -1.55 0.55 -0.20
C -0.03 0.25 -0.15
C 0.46 -0.95 -0.42
C 1.78 -1.17 -0.19
C 2.83 -0.18 0.20
C 2.14 1.05 0.24
H -3.69 0.26 -0.23
H -1.64 -1.38 0.40
H -1.58 2.48 -0.61
H -0.17 -1.87 -0.54
H 1.98 -2.36 -0.25
H 3.95 -0.32 0.59
H 2.58 2.05 0.68
N -2.09 -0.66 -0.07
N -2.21 1.63 -0.33
N 0.76 1.32 0.24
O -3.51 -0.70 0.63
*
```

[4]
Formula: C18H27ClN2O4PbS
Source: OMol25
Level of theory: ωB97M-V with the def2-TZVPD basis set

HOMO level (alpha / beta): 0.059 / 0.059 Eh
HOMO-LUMO gap (alpha / beta): 0.095 / 0.094 Ha
E_tot: -2163.64431 Eh

```
! RIJCOSX wB97M-V def2-TZVPD def2/J DEFGRID3
* xyz -2 1
Pb -0.35 0.68 0.87
Cl 0.78 2.70 1.95
C 1.08 -0.75 2.05
C 1.67 -1.81 1.40
C 2.50 -2.66 2.18
C 2.78 -2.37 3.52
C 2.11 -1.28 4.14
C 1.20 -0.56 3.38
H 1.48 -2.01 0.34
H 2.90 -3.57 1.73
H 2.32 -1.05 5.20
H 0.21 0.22 3.98
C 3.78 -3.17 4.29
H 3.65 -2.99 5.36
H 4.80 -2.90 4.00
H 3.61 -4.24 4.09
C -0.26 1.36 -3.49
N -0.14 1.68 -2.15
H -1.19 -0.35 -4.46
N -1.10 -0.25 -2.27
H 0.07 2.03 -4.26
C 0.39 3.03 -1.66
C 0.74 3.93 -2.84
C -0.73 3.72 -0.88
H -0.12 4.17 -3.46
H 1.12 4.88 -2.43
H 1.54 3.51 -3.45
H 1.84 3.75 -0.22
H 2.54 2.89 -1.62
H -1.15 3.10 -0.08
C 1.71 2.89 -0.90
H -1.53 4.00 -1.58
H -0.33 4.64 -0.42
H 1.76 1.98 -0.29
C -0.89 0.18 -3.57
C -3.32 -1.17 -1.57
H -3.83 -0.60 -2.35
H -3.87 -2.12 -1.44
C -1.88 -1.52 -1.97
H -1.84 -3.26 -0.74
C -1.89 -2.39 -3.22
H -0.88 -2.59 -3.59
H -3.36 -0.62 -0.62
H -1.33 -1.82 0.14
H -2.51 -1.95 -4.01
H -2.34 -3.36 -2.96
C -1.26 -2.32 -0.83
H -0.22 -2.60 -1.05
C -0.63 0.67 -1.39
O -0.78 0.59 4.28
S -1.99 -0.02 3.44
O -3.14 0.05 4.29
O -2.15 0.98 2.25
O -1.59 -1.31 2.87
*
```

[5]
Formula: C34H28BrF4N5O2PSn
Source: OMol25
Level of theory: ωB97M-V with the def2-TZVPD basis set

HOMO level: -0.399 Eh
HOMO-LUMO gap: 0.252 Ha
E_tot: -5265.56629 Eh

```
! RIJCOSX wB97M-V def2-TZVPD def2/J DEFGRID3
* xyz 1 1
Sn -1.80 0.23 -1.13
F 2.31 0.22 5.94
C 2.13 0.23 4.63
C 3.22 0.13 3.76
F 4.46 0.06 4.24
C 3.01 0.13 2.38
F 4.07 0.10 1.58
C 1.73 0.19 1.83
P 1.39 -0.03 0.01
C 1.91 1.56 -0.71
C 1.24 2.71 -0.07
C 2.45 4.60 -1.45
C 2.53 3.88 -2.76
C 2.53 2.56 -2.96
C 2.35 1.50 -1.99
C 2.65 -1.27 -0.47
C 3.93 -1.00 -0.95
C 4.75 -2.03 -1.36
C 4.32 -3.35 -1.29
C 3.05 -3.63 -0.81
C 2.22 -2.60 -0.41
C 0.66 0.32 2.72
Br -1.13 0.54 2.08
C 0.85 0.34 4.09
F -0.19 0.47 4.90
H 1.00 2.56 0.98
H 2.33 5.67 -1.65
H 2.65 4.52 -3.62
H 2.67 2.20 -3.97
H 2.60 0.52 -2.38
H 4.29 0.02 -0.99
H 5.74 -1.81 -1.73
H 4.97 -4.15 -1.61
H 2.70 -4.65 -0.76
H 1.24 -2.82 -0.02
O -5.57 2.12 -0.76
C -4.40 1.87 -0.70
O -3.87 0.69 -0.92
C -3.38 2.94 -0.34
C -3.73 4.08 0.37
C -2.73 4.93 0.81
C -1.40 4.68 0.44
C -0.27 5.47 0.86
C 0.98 5.21 0.46
C 1.33 4.15 -0.52
C 0.15 3.32 -0.95
C -1.17 3.57 -0.40
N -2.13 2.70 -0.71
H -4.77 4.26 0.60
H -2.96 5.79 1.42
H -0.47 6.30 1.53
H 1.80 5.84 0.79
H 3.40 4.47 -0.92
H 0.13 2.92 -1.97
C -1.80 -2.78 0.89
N -2.24 -2.32 -0.45
C -1.57 -3.16 -1.46
N -1.83 -4.57 -1.26
C -1.38 -4.96 0.07
N -2.06 -4.18 1.10
C -3.50 -4.41 0.98
N -3.98 -4.01 -0.34
C -3.70 -2.61 -0.54
C -3.27 -4.79 -1.35
H -2.33 -2.20 1.65
H -0.72 -2.60 0.99
H -0.48 -2.99 -1.40
H -1.93 -2.87 -2.45
H -0.30 -4.79 0.15
H -1.59 -6.02 0.22
H -4.03 -3.84 1.75
H -3.71 -5.48 1.13
H -4.21 -2.02 0.23
H -4.06 -2.29 -1.52
H -3.62 -4.50 -2.34
H -3.48 -5.85 -1.19
*
```

[6]
Formula: C24H29IN5ORu
Source: OMol25
Level of theory: ωB97M-V with the def2-TZVPD basis set

HOMO level (alpha / beta): 0.087 / -0.097 Eh
Expectation value of S²: 8.803
HOMO-LUMO gap (alpha / beta): 0.058 / 0.221 Ha
E_tot: -1673.26338 Eh

```
! RIJCOSX wB97M-V def2-TZVPD def2/J DEFGRID3
* xyz -2 6
C 2.14 -4.24 -0.38
I 3.52 -0.78 0.25
H 3.24 -4.13 -0.25
H 1.80 -4.34 -1.40
H 1.75 -4.79 0.45
C -0.07 -0.24 4.24
C 0.96 0.56 4.08
N 1.44 0.37 2.81
C 0.80 -0.66 2.17
N -0.20 -0.98 3.08
H -0.78 -0.33 5.07
H 1.39 1.31 4.75
C -0.81 -1.04 -3.67
C 0.51 -1.37 -1.87
N -0.78 -1.36 -2.33
H 0.88 -0.55 -4.99
N 1.26 -1.04 -2.96
H -1.70 -0.97 -4.26
Ru 0.98 -1.09 0.08
C 0.55 -2.88 0.26
O -0.09 -3.90 0.41
C 0.46 -0.83 -4.05
C 2.69 -0.89 -3.04
H 2.93 0.18 -3.14
H 3.03 -1.44 -3.92
H 3.17 -1.28 -2.12
C -2.02 -1.66 -1.65
H -2.58 -2.44 -2.19
H -2.65 -0.75 -1.62
H -1.79 -2.00 -0.64
C -1.29 -1.90 2.93
H -1.36 -2.54 3.83
H -1.16 -2.54 2.06
H -2.24 -1.35 2.84
C 2.50 1.22 2.31
H 2.18 1.74 1.39
H 3.37 0.55 2.09
H 2.82 1.92 3.10
C -3.21 1.91 2.89
C -2.01 2.61 2.75
C -1.13 2.29 1.71
C -1.35 1.15 0.91
C -2.59 0.50 1.03
C -3.50 0.86 2.02
N -0.39 0.74 -0.04
C -0.08 1.63 -1.05
C 1.22 1.79 -1.53
C 1.47 2.47 -2.71
C 0.44 3.12 -3.37
C -0.86 3.09 -2.83
C -1.11 2.40 -1.66
H -3.93 2.20 3.67
H -1.78 3.44 3.42
H -0.20 2.84 1.58
H -2.78 -0.34 0.36
H -4.45 0.33 2.09
H 1.99 1.29 -0.94
H 2.50 2.48 -3.05
H 0.68 3.65 -4.29
H -1.64 3.63 -3.38
H -2.13 2.39 -1.27
*
```